Density functional theory data (ωB97M-V/def2-TZVPD) for a 4-piece molecular cluster, C67H58BrF5NO13PS overall.

Last column: Löwdin charge in e.
Atoms and positions in Å:
C -4.121 3.410 3.330  -0.16
C -2.743 4.206 2.937  -0.24
C -1.847 3.437 1.752  -0.19
C -2.247 1.853 1.606  -0.16
C -1.153 0.993 0.647  -0.39
N -0.722 2.040 -0.294  0.05
C 0.571 2.321 -0.452  -0.23
C 1.322 1.757 -1.837  -0.04
C 1.557 3.226 0.529  -0.04
C -2.087 -0.232 0.014  -0.23
C -2.925 0.246 -1.261  -0.20
C -2.196 0.576 -2.679  -0.20
C -3.424 0.720 -3.807  -0.25
O -4.109 2.020 -3.692  -0.14
C -1.372 -1.746 0.013  -0.38
C -0.030 -1.669 -0.907  -0.14
C 0.299 -2.861 -1.954  -0.20
O 0.326 -2.262 -3.332  -0.19
C 1.677 -2.340 -3.907  -0.13
O 1.777 -3.007 -5.091  -0.05
P -2.795 -2.855 -0.746  0.69
O -2.438 -4.577 -0.529  -0.42
Br -2.970 -2.772 -2.995  0.44
C -1.076 -2.136 1.615  -0.26
C 0.295 -3.074 1.828  -0.05
C 0.678 -4.417 0.980  0.00
C 2.052 -5.339 1.215  -0.04
C 3.159 -4.948 2.368  -0.07
C 2.836 -3.582 3.216  -0.04
C 1.478 -2.689 2.956  0.02
C -2.262 -2.914 2.420  -0.09
F -3.669 -2.429 2.170  -0.02
F -2.162 -4.421 2.374  0.00
C -2.262 -2.661 4.081  -0.14
F -2.963 -1.398 4.468  0.04
F -1.009 -2.937 4.765  0.07
F -3.215 -3.740 4.562  0.00
O -0.812 -1.010 2.498  -0.25
S 0.015 0.309 1.912  0.87
O 1.498 0.139 1.542  -0.33
O 0.108 1.317 3.135  -0.34
H -4.799 3.155 2.411  0.08
H -4.733 4.042 4.138  0.09
H -3.857 2.389 3.883  0.08
H -2.068 4.418 3.890  0.12
H -3.069 5.260 2.507  0.10
H -2.029 4.079 0.774  0.12
H -0.718 3.578 2.102  0.10
H -2.424 1.298 2.649  0.12
H -3.336 1.850 1.117  0.12
H 1.839 0.718 -1.683  0.08
H 2.126 2.597 -2.107  0.09
H 0.541 1.783 -2.721  0.08
H 2.696 3.096 0.218  0.08
H 1.370 3.065 1.672  0.07
H 1.296 4.367 0.312  0.11
H -2.921 -0.399 0.861  0.15
H -3.404 1.306 -0.966  0.14
H -3.905 -0.381 -1.536  0.10
H -1.488 -0.248 -3.106  0.07
H -1.631 1.613 -2.730  0.10
H -4.201 -0.161 -3.697  0.09
H -2.930 0.569 -4.883  0.14
H -5.080 1.823 -3.539  0.11
H 0.992 -1.542 -0.300  0.13
H -0.041 -0.655 -1.539  0.11
H 1.417 -3.260 -1.807  0.14
H -0.369 -3.816 -1.911  0.10
H 2.628 -1.831 -3.446  0.16
H -3.280 -4.931 -0.088  0.07
H 0.007 -4.800 0.111  0.07
H 2.271 -6.305 0.551  0.10
H 4.128 -5.571 2.597  0.10
H 3.612 -3.264 4.060  0.10
H 1.375 -1.744 3.681  0.11
O -0.451 -8.435 8.912  0.10
C 0.530 -8.200 8.218  -0.28
C 0.388 -7.456 6.949  -0.09
C -0.875 -7.000 6.550  0.01
C -1.011 -6.263 5.374  -0.05
C 0.110 -5.977 4.594  -0.05
C 1.366 -6.446 4.981  0.01
C 1.505 -7.192 6.157  -0.08
C 2.835 -7.699 6.549  -0.28
O 3.807 -7.514 5.825  0.09
C 2.981 -8.425 7.826  -0.09
C 4.245 -8.878 8.225  0.00
C 4.398 -9.536 9.446  -0.06
C 3.293 -9.741 10.271  -0.06
C 2.029 -9.303 9.869  0.01
C 1.872 -8.648 8.641  -0.09
H -1.754 -7.214 7.157  0.12
H -1.992 -5.905 5.068  0.10
H 0.005 -5.392 3.684  0.08
H 2.236 -6.224 4.365  0.08
H 5.114 -8.717 7.588  0.12
H 5.381 -9.884 9.756  0.11
H 3.414 -10.245 11.228  0.11
H 1.171 -9.470 10.518  0.12
O -7.357 3.996 -5.554  0.09
C -6.969 5.001 -6.138  -0.28
C -7.920 5.844 -6.891  -0.09
C -9.278 5.501 -6.919  0.00
C -10.189 6.314 -7.595  -0.06
C -9.749 7.468 -8.242  -0.06
C -8.394 7.802 -8.230  0.01
C -7.477 6.985 -7.558  -0.09
C -6.043 7.336 -7.566  -0.28
O -5.646 8.309 -8.197  0.09
C -5.095 6.506 -6.797  -0.09
C -3.737 6.851 -6.767  0.00
C -2.840 6.091 -6.016  -0.06
C -3.293 4.988 -5.293  -0.05
C -4.643 4.634 -5.332  0.01
C -5.546 5.391 -6.091  -0.08
H -9.630 4.604 -6.412  0.12
H -11.244 6.049 -7.613  0.11
H -10.461 8.109 -8.758  0.11
H -8.057 8.703 -8.741  0.12
H -3.377 7.714 -7.325  0.12
H -1.787 6.363 -5.991  0.11
H -2.595 4.402 -4.700  0.10
H -4.989 3.769 -4.768  0.09
O 9.790 2.072 -2.940  0.10
C 8.788 2.507 -2.386  -0.28
C 7.620 1.631 -2.155  -0.08
C 7.670 0.289 -2.555  0.01
C 6.587 -0.554 -2.305  -0.05
C 5.454 -0.063 -1.655  -0.06
C 5.396 1.278 -1.272  0.01
C 6.479 2.128 -1.528  -0.08
C 6.401 3.549 -1.135  -0.28
O 5.377 3.999 -0.634  0.09
C 7.574 4.419 -1.347  -0.09
C 7.524 5.761 -0.945  0.01
C 8.640 6.582 -1.111  -0.06
C 9.807 6.068 -1.677  -0.06
C 9.854 4.736 -2.092  0.01
C 8.733 3.910 -1.931  -0.09
H 8.553 -0.102 -3.058  0.12
H 6.629 -1.597 -2.612  0.11
H 4.615 -0.723 -1.449  0.10
H 4.507 1.656 -0.770  0.10
H 6.618 6.167 -0.498  0.12
H 8.600 7.622 -0.794  0.11
H 10.680 6.706 -1.797  0.11
H 10.768 4.343 -2.535  0.12

The LUMO energy is -0.048 hartree. For the HOMO energy, the calculation gives -8.62 eV. The SMILES is CCCC[C@]1(N=C(C)C)[C@@H](CCCO)[C@](CCOC=O)(P(O)Br)[C@](c2ccccc2)(C(F)(F)C(F)(F)F)OS1(=O)=O.O=C1c2ccccc2C(=O)c2ccccc21.O=C1c2ccccc2C(=O)c2ccccc21.O=C1c2ccccc2C(=O)c2ccccc21. As for the frontier orbital gap: 7.31 eV.